No. 1
Formula: C12H20ClMnN7O7
Source: OMol25
Level of theory: the ωB97M-V functional and the def2-TZVPD basis

Results
Electronic energy ... -81369.91526 eV
Energy relative to the best compared isomer or geometry (same formula, charge and spin) ... 23.3 kJ/mol
Expectation value of S² ... 8.756
HOMO-LUMO gap (alpha / beta) ... 0.265 / 0.289 Ha
E_HOMO (alpha / beta) ... -8.31 / -8.99 eV

Geometry as ORCA input:
```
! wB97M-V def2-TZVPD RIJCOSX def2/J DEFGRID3
* xyz 0 6
H -1.44528 2.71502 -0.78371
H 2.29541 1.64908 -2.82912
O -0.12674 -0.46492 2.13248
N -2.42679 -2.97826 -1.67013
C 3.43416 1.45276 1.09102
H -2.98856 -2.48428 3.59501
C -2.89396 -2.53278 2.51968
Mn 0.13710 0.83518 0.47255
H 0.97637 -1.43164 -1.12456
H 2.80442 -0.63427 -2.63240
C -1.91288 -1.65690 0.41133
O -4.71645 -4.15602 3.68149
C 0.04911 2.85765 -2.18494
N -1.20717 -0.83079 2.62768
C -2.02058 -1.70117 1.85795
Cl -0.36701 2.64277 1.64732
H -3.99158 -4.34320 -0.12415
N 2.28435 0.75268 1.66901
H 0.34351 2.23313 -3.03021
C 2.49037 -0.15542 -1.69909
N 1.10366 -0.45184 -1.34967
C 2.68736 1.35819 -1.85346
C 2.93274 2.59915 0.21886
N 2.00726 2.14044 -0.81685
C 1.27424 3.28004 -1.37876
H 1.91142 1.28133 2.45115
C -2.60888 -2.73769 -0.25343
O -5.07215 -5.22996 1.84582
O -3.22887 -3.70721 -2.22944
H 4.01909 0.74537 0.50241
O -1.52749 -0.51553 3.74217
H 0.92309 3.88436 -0.54226
C -3.46092 -3.57929 0.42408
N -0.88220 2.09157 -1.34825
N -4.52739 -4.35455 2.49434
H -1.50765 1.53603 -1.91989
H 3.12225 -0.54479 -0.90072
H 2.38921 3.29130 0.86377
H 3.79018 3.12970 -0.22023
H 4.09463 1.87553 1.85373
O -1.33912 -0.73003 -0.18870
H 0.48029 -0.28521 -2.13241
H 1.92296 3.90263 -2.01272
C -3.62642 -3.45860 1.79620
H -0.40786 3.76268 -2.59503
O -1.47626 -2.47000 -2.24082
H 2.52854 -0.16383 2.02269
H 3.76048 1.58157 -1.85977
*
```

These are the Löwdin partial charges, in e, on atoms 1 to 6: 0.046 0.110 -0.089 -0.346 -0.227 0.138


No. 2
Formula: C12H20ClO4PdSb2
Source: OMol25
Level of theory: the ωB97M-V functional and the def2-TZVPD basis

Results
Electronic energy ... -49994.99341 eV
HOMO-LUMO gap (alpha / beta) ... 0.207 / 0.206 Ha
E_HOMO (alpha / beta) ... -18.40 / -18.40 eV

Geometry as ORCA input:
```
! wB97M-V def2-TZVPD RIJCOSX def2/J DEFGRID3
* xyz 3 1
C -1.10960 2.38087 -0.85224
H 2.56873 3.20292 2.42968
H 0.83804 3.18745 1.96134
H -2.11847 -2.44275 2.14152
H 4.38962 0.68384 -0.82968
C -0.49083 1.18267 -1.14218
O 2.69868 -1.59276 2.79361
H -1.69284 -5.13176 0.05803
H -2.96402 3.44910 -0.59271
Sb 2.20822 1.41915 0.49528
H -1.27342 -1.74874 -2.58626
C -1.68847 -4.43145 -0.77330
H -4.35782 1.44760 -1.09064
H 0.33449 -1.19738 -2.19690
H 1.42977 2.08375 -1.67648
C -1.26347 0.07339 -1.40346
C -3.27751 1.38256 -1.08417
O 0.37331 -1.11854 3.12690
C -2.65775 0.19133 -1.38828
H -3.27175 -0.66451 -1.65759
O 1.34136 -1.02754 0.93251
Cl 1.56210 -0.85395 2.41896
H 2.07052 3.93257 0.87213
Pd 1.54058 -3.06036 0.39798
C 4.24270 1.30091 0.04596
C 0.99123 1.16768 -1.25464
H -1.54721 -0.80864 1.68117
Sb -0.85636 -2.60198 -0.18518
C -2.00021 -1.72877 1.32865
C -0.68617 -1.23200 -1.81689
C 1.86258 3.14539 1.60310
O 1.83924 0.66012 2.51380
H -0.50527 3.26950 -0.69233
H -2.71841 -4.19690 -1.05312
H 4.53512 2.33838 -0.13818
H -2.96702 -1.52190 0.86883
H 1.45803 0.30119 -1.71525
H -1.14991 -4.84407 -1.62164
H 4.81522 0.90952 0.88903
C -2.50304 2.49414 -0.80738
*
```

These are the Löwdin partial charges, in e, on atoms 1 to 6: -0.013 0.060 0.051 0.053 0.041 -0.279


No. 3
Formula: C12H20CrN2O2
Source: OMol25
Level of theory: the ωB97M-V functional and the def2-TZVPD basis

Results
Electronic energy ... -48255.66922 eV
Energy relative to the best compared isomer or geometry (same formula, charge and spin) ... 79.5 kJ/mol
Expectation value of S² ... 6.081
HOMO-LUMO gap (alpha / beta) ... 0.214 / 0.269 Ha
E_HOMO (alpha / beta) ... -6.43 / -7.77 eV

Geometry as ORCA input:
```
! wB97M-V def2-TZVPD RIJCOSX def2/J DEFGRID3
* xyz 0 5
H -2.97480 1.60858 -2.37643
H 1.99846 2.00082 -2.94668
H -1.50544 2.58373 -0.71029
H -1.37593 -0.04528 4.34524
C -0.74943 -0.94393 -3.19113
C -2.08042 1.02060 -2.08474
H -2.44724 0.36639 -1.27796
H 0.86484 -2.00123 -2.31633
H 0.61031 1.27850 -3.76792
C -0.97557 -1.06693 4.24359
H 2.34684 -0.28903 -2.82632
C 0.40866 -0.97653 -2.55502
H 1.28362 0.52420 4.89492
H 0.67281 3.17645 -1.53520
H -1.28337 -3.40124 1.62132
C -0.01738 -1.05114 3.11848
C 1.07957 -0.18384 2.92953
H 2.58058 1.03562 3.75623
C 0.19424 2.21878 -1.88412
H 0.39649 -1.52038 -0.14569
C -1.68482 0.21402 -3.34817
H 1.86379 0.13307 -1.21057
C 1.50605 0.86323 3.87412
Cr 1.17825 -1.89431 0.78552
O 2.61893 0.49472 1.34034
H -1.77594 -1.79364 4.05383
N 1.71684 -0.34496 1.72115
C 1.45792 0.04712 -2.24232
O -1.26600 -2.77691 2.35734
C 1.06569 1.44038 -2.78718
H -0.42291 -1.31912 5.16535
H -2.61502 -0.19115 -3.76969
H -1.16901 -1.91143 -3.48537
H 0.95985 1.80418 3.70209
C -1.07251 1.95266 -1.48520
H -1.22198 0.87445 -4.08428
N -0.16596 -1.92643 2.12156
*
```

These are the Löwdin partial charges, in e, on atoms 1 to 6: 0.113 0.110 0.094 0.105 -0.122 -0.192


No. 4
Formula: C12H20F12N2O19S4Zr
Source: OMol25
Level of theory: the ωB97M-V functional and the def2-TZVPD basis

Results
Electronic energy ... -131883.52952 eV
Expectation value of S² ... 0.752
HOMO-LUMO gap (alpha / beta) ... 0.241 / 0.338 Ha
E_HOMO (alpha / beta) ... -5.15 / -7.82 eV

Geometry as ORCA input:
```
! wB97M-V def2-TZVPD RIJCOSX def2/J DEFGRID3
* xyz -1 2
C 1.78476 -4.28042 -4.22751
O -1.79060 2.61660 0.50584
O 2.89435 -5.26809 -4.17048
H -0.07216 -4.97071 -3.43095
F -3.03177 2.30480 6.12304
H 0.75392 -5.51680 -5.63619
S -2.63943 1.62029 3.51813
O 1.79590 3.14468 -3.04398
H -3.59442 -0.98602 -0.15549
H 3.73269 0.24187 3.72399
O -4.07064 0.78523 -2.25319
H -1.80467 -3.55635 1.10488
N -0.97901 1.23367 2.85074
H -3.34332 0.55847 -1.67368
C -2.22544 2.68267 5.15181
O -2.75852 -3.50323 1.04514
Zr 0.19304 2.28883 1.43175
H 4.53477 1.81938 3.36784
F 2.09908 -0.05511 -0.98936
S 0.12874 4.40906 -1.24195
H 1.73092 -4.24612 -6.41675
H 0.74410 -3.78633 -2.38790
H -1.19559 -2.23431 -1.56282
C 2.66207 1.47542 2.36987
C -0.42951 -1.54358 -1.21051
C 1.09161 -4.48280 -5.56624
N 0.74116 2.85603 -0.56596
C 3.98638 0.97231 2.95574
C 2.76261 -5.98380 -3.00675
S -0.74716 -0.31317 3.36134
F 1.81187 6.13341 -2.43249
F -1.66149 -0.01823 5.97594
O -0.50884 4.42700 -2.53833
H -2.93241 -2.60028 0.77927
O -0.18389 0.29873 0.33605
H 0.19044 -3.88287 -5.69309
F -2.53045 3.96821 4.93415
S 1.10850 2.24227 -2.08895
H 2.15652 -3.25971 -4.13786
F 3.70262 1.41763 -1.48221
F -0.97233 2.52288 5.52683
H 4.58239 0.54439 2.14967
O 0.63568 -0.71161 2.96915
F 2.79408 4.97760 -1.00388
C -0.96684 -0.44191 -0.29415
H 0.46353 -2.03691 -0.82684
F -0.21649 -1.60947 5.69983
C 2.48891 0.87886 -1.80503
H -4.53998 -1.96087 -0.82444
O -4.41995 -1.45196 -0.02267
F 1.43161 6.55263 -0.26334
F 2.71650 0.23122 -2.99224
H -2.37258 1.93197 0.17597
O -2.16516 -0.16919 -0.29890
O 0.02308 1.48587 -2.67632
C 0.88779 -4.66775 -3.01283
C 1.62823 5.64358 -1.22607
O -0.70262 5.00000 -0.17424
H -0.07775 -1.04013 -2.11101
O -3.23807 2.66651 2.66458
H -2.29023 3.42652 0.40275
O 1.71202 -5.54678 -2.28466
F 0.48264 0.42594 5.65355
H -3.67265 0.85775 -3.12070
O 3.57824 -6.76446 -2.57687
O 1.80320 1.87481 3.17781
O -1.85854 -1.24099 2.96054
O -3.56158 0.56290 3.97704
C -0.54929 -0.38629 5.34138
O 2.26924 1.43599 1.19192
*
```

These are the Löwdin partial charges, in e, on atoms 1 to 6: -0.261 -0.149 0.064 0.132 0.147 0.089


Question: Which of these has the lowest electronic energy?
Answer: C12H20F12N2O19S4Zr